Molecular formula: C14H30AlN2O5PS2
Method: DFT, wB97M-V/def2-TZVPD

```
! RIJCOSX wB97M-V def2-TZVPD def2/J DEFGRID3
* xyz 2 1
C 1.17 -2.82 2.98
O -0.26 1.75 -1.39
H 5.24 -0.40 0.05
C 0.45 -1.99 4.02
C -2.16 -0.52 -4.44
H -2.10 6.03 0.49
S 0.79 -1.29 -0.46
H 1.15 -1.37 4.58
C -2.48 5.23 -0.14
O 3.39 -0.39 0.82
H 5.12 -2.54 -1.16
C -0.74 1.08 -2.57
H -4.15 4.06 1.67
H -2.60 -1.36 -4.96
H 1.87 -3.49 3.46
H -1.18 1.79 -3.27
C 4.21 -2.09 -0.78
P 1.94 -0.81 1.16
H 3.73 -1.54 -1.59
C -3.09 3.88 1.86
H -2.71 4.66 2.52
H -3.46 -1.74 -1.51
O -1.85 -0.10 -0.87
H 0.00 3.75 -1.01
O 2.08 -1.98 2.17
H -4.20 -1.71 -3.13
H 0.11 0.61 -3.05
C 5.17 -1.92 1.56
C 0.24 -3.63 2.10
H 0.78 -4.12 1.29
C -3.27 -1.81 -2.57
C -1.62 2.97 0.16
H 5.37 -1.24 2.39
H -1.93 5.23 -1.07
S 1.01 0.85 1.88
N -2.35 -0.73 -2.99
H -0.05 -2.66 4.71
H -0.24 -4.39 2.71
H -2.64 0.39 -4.78
Al -0.47 0.50 0.20
H -1.10 -0.50 -4.69
H 4.51 -2.72 1.91
H -0.54 -3.00 1.66
H 3.55 -2.90 -0.46
O -1.47 1.90 0.81
H -2.81 -2.77 -2.80
H -3.53 5.42 -0.35
C 4.57 -1.19 0.38
H -0.30 -1.34 3.56
H 6.12 -2.36 1.25
C -1.74 0.02 -2.13
C -0.82 3.05 -1.13
H -1.44 3.37 -1.97
N -2.36 3.96 0.58
H -2.95 2.91 2.32
*
```

The calculation puts the HOMO-LUMO gap at 9.767 eV. The value obtained for the HOMO energy is -14.96 eV.

---

Molecular formula: C10H13Cl9CuF9Na2O9S3
Method: DFT, wB97M-V/def2-TZVPD

```
! RIJCOSX wB97M-V def2-TZVPD def2/J DEFGRID3
* xyz 1 2
H 2.82 -1.26 -4.69
H -2.00 3.37 1.90
C 0.33 0.20 4.99
H -0.77 -1.43 3.98
F -3.07 4.68 -0.20
Na 0.89 -4.04 -1.56
H 2.71 0.89 0.64
Cl 1.49 -2.14 4.08
F -1.18 -1.11 1.43
H 0.50 0.76 4.07
H 3.46 -0.60 2.50
C -1.43 3.62 2.78
H 3.80 0.95 -4.67
S -0.02 -0.67 -0.90
H 1.86 -0.36 -3.54
Cl 0.25 3.23 2.44
O -3.02 -2.39 -2.82
F -4.70 3.80 -1.32
Cl 1.69 0.45 6.05
O 0.71 0.46 -1.43
F 0.52 0.15 1.54
H 3.64 -0.02 -0.51
C 0.04 -1.29 4.69
O -1.30 -0.90 -1.62
C 3.84 0.39 -3.74
C 3.65 -0.89 1.47
H -0.54 0.65 5.45
Cl 5.19 -1.77 1.48
Cl -2.02 2.55 4.09
H 4.87 0.05 -3.63
O -3.13 -4.73 -3.48
Cu -2.54 -0.45 -3.17
H 2.95 -1.66 1.14
Na 1.30 3.16 -2.21
F -1.31 0.93 0.67
C -0.54 -0.14 0.83
C -3.53 3.57 -0.74
O 0.82 -1.84 -0.66
C -3.87 -4.21 -1.02
O -1.34 -3.93 -2.03
C 3.62 0.29 0.53
O -2.48 1.53 -2.27
C 2.86 -0.75 -3.73
F -3.66 2.60 0.15
Cl 3.22 -1.93 -2.48
Cl 3.70 1.66 -2.47
F -5.11 -3.90 -1.39
O -2.78 3.76 -3.34
F -3.81 -5.48 -0.69
Cl 4.94 1.38 0.95
H -0.28 -1.69 5.65
S -2.71 -3.80 -2.47
Cl -1.60 5.34 3.14
O -1.01 3.38 -1.74
F -3.59 -3.44 0.04
S -2.35 3.01 -2.15
*
```

As for the expectation value of S²: 0.75. The calculation puts the HOMO-LUMO gap (alpha / beta) at 7.356 / 4.312 eV. The value obtained for the HOMO energy (alpha / beta) is -12.43 / -12.43 eV.

---

Molecular formula: C6H15NO2
Method: DFT, wB97M-V/def2-TZVPD

```
! RIJCOSX wB97M-V def2-TZVPD def2/J DEFGRID3
* xyz 0 1
H -0.41 3.33 -1.09
H -0.55 -0.43 -1.91
C 0.39 0.28 -0.16
H 1.55 -3.52 -0.14
H 0.50 -1.17 2.91
C 0.43 -0.42 -1.48
O -2.93 2.46 -0.12
N -0.17 2.37 -1.30
H -2.42 2.05 -0.82
H -1.50 -1.26 0.65
H 0.79 -1.48 -1.32
C 0.19 -1.07 1.87
H -3.82 2.11 -0.01
H 2.96 -2.63 -0.59
H 0.18 2.14 -2.20
H -1.59 -2.02 2.40
C 1.11 -0.15 1.12
O 2.02 -2.76 -0.50
C -1.03 -1.51 1.61
H -0.42 2.04 0.75
H 1.28 -0.02 -2.03
H 1.48 0.71 1.69
C -0.10 1.56 -0.20
H 2.07 -0.62 0.86
*
```

The SMILES is C=CC/C(C)=C/N.O.O. The calculation puts the HOMO-LUMO gap at 7.706 eV. The value obtained for the HOMO energy is -6.97 eV.

---

Molecular formula: C6H10O
Method: DFT, wB97M-V/def2-TZVPD

```
! RIJCOSX wB97M-V def2-TZVPD def2/J DEFGRID3
* xyz 0 1
C 2.14 -0.07 -0.34
O -0.77 2.01 0.68
H 2.62 0.92 -0.47
C -0.03 -0.91 0.95
C 1.10 -0.20 0.75
H -0.02 1.90 -1.17
H -2.55 0.51 -0.81
H -1.21 -0.05 -1.82
H 2.93 -0.67 0.13
H -2.09 -0.95 0.91
H 1.97 -0.53 -1.32
H -0.22 -1.13 2.00
C -0.70 1.47 -0.39
C -1.49 0.22 -0.80
H 1.45 0.31 1.65
C -1.32 -1.01 0.14
H -1.57 -1.95 -0.40
*
```

The SMILES is C/C=C\CCC=O. The calculation puts the HOMO-LUMO gap at 9.490 eV. The value obtained for the HOMO energy is -8.64 eV.

---

Molecular formula: C5H12NO
Method: DFT, wB97M-V/def2-TZVPD

```
! RIJCOSX wB97M-V def2-TZVPD def2/J DEFGRID3
* xyz 1 1
O -0.55 0.68 -0.17
H -1.06 3.01 -1.04
C -0.24 2.96 -0.23
H -1.41 -3.04 -0.33
H 0.47 -1.00 0.87
C -0.41 -0.66 0.22
H 0.93 0.84 1.85
H -0.86 -1.10 -1.87
H 2.17 1.91 1.12
H -1.41 -1.08 0.67
H 0.18 3.96 0.17
C -0.41 -2.94 -0.80
N 0.04 1.83 0.37
H 0.88 2.68 2.10
H -0.46 -3.55 -1.66
H 0.90 -1.50 -1.58
H 0.40 -3.36 -0.05
C 0.99 1.83 1.42
C -0.13 -1.48 -1.07
*
```

The SMILES is C=[N+](C)OCCC. The calculation puts the HOMO-LUMO gap at 9.747 eV. The value obtained for the HOMO energy is -14.87 eV.